[1]
Here is C20H24BCl3F3N8O5Pm as an isolated structure in a non-equilibrium geometry from the Open Molecules 2025 dataset. Energies are from ωB97M-V with the def2-TZVPD basis set.

## Properties
orbital gap (spin up / spin down) = 7.404 / 7.419 eV
relative energy (zero: lowest compared OMol25 entry of this formula, charge and spin) = 97.8 kJ/mol
E_tot = -3904.47543 Ha
2S+1 = 5
E_LUMO (spin up / spin down) = -0.00397 / -0.00397 Ha
⟨S²⟩ = 6.00

```
65
Properties=species:S:1:pos:R:3:lowdin_charge:R:1
Pm 0.667 0.686 -0.191 1.61
Cl -1.172 4.460 5.956 0.65
C -0.425 3.476 4.740 -0.69
C -1.172 3.025 3.668 -0.14
C -0.551 2.235 2.722 -0.53
Cl -1.460 1.674 1.333 0.79
C 0.808 1.855 2.768 -0.48
O 1.357 1.114 1.865 -0.27
C 1.513 2.372 3.881 -0.58
Cl 3.195 1.991 3.986 0.71
C 0.921 3.157 4.848 -0.13
H -2.215 3.289 3.565 0.11
H 1.506 3.523 5.679 0.11
B 2.977 1.875 -1.526 -0.43
N 2.377 3.019 -0.649 -0.09
C 2.983 4.141 -0.236 -0.07
C 2.060 4.915 0.441 -0.04
C 0.882 4.170 0.389 -0.13
N 1.081 3.031 -0.272 -0.09
N 3.614 0.818 -0.579 -0.10
C 4.856 0.809 -0.077 -0.08
C 4.993 -0.301 0.735 -0.05
C 3.748 -0.927 0.669 -0.13
N 2.925 -0.253 -0.131 -0.08
H 2.055 1.335 -2.127 0.05
H 3.824 2.329 -2.236 0.08
H 4.026 4.318 -0.441 0.12
H 2.216 5.878 0.894 0.09
H -0.089 4.418 0.785 0.11
H 5.563 1.582 -0.329 0.12
H 5.861 -0.607 1.291 0.09
H 3.418 -1.827 1.165 0.11
N 0.772 -1.339 -1.819 0.00
C 0.715 -2.565 -0.999 -0.28
C 0.133 -3.804 -1.732 -0.13
C -1.296 -3.784 -2.346 -0.14
C -2.412 -4.554 -1.597 -0.15
N -2.968 -3.927 -0.405 0.11
C -3.938 -3.028 -0.369 -0.44
N -4.877 -2.972 -1.323 0.22
N -4.083 -2.283 0.732 0.22
C -0.021 -2.300 0.336 -0.61
O -0.302 -3.282 1.036 0.01
O -0.361 -1.107 0.610 -0.20
H -0.136 -1.204 -2.258 0.06
H 1.452 -1.457 -2.559 0.10
H 1.741 -2.817 -0.721 0.14
H 0.207 -4.652 -1.049 0.11
H 0.832 -3.992 -2.551 0.11
H -1.225 -4.273 -3.320 0.11
H -1.642 -2.765 -2.522 0.09
H -2.020 -5.519 -1.277 0.13
H -3.228 -4.749 -2.295 0.11
H -2.315 -3.905 0.387 0.14
H -4.711 -3.448 -2.190 0.11
H -5.439 -2.141 -1.385 0.12
H -3.251 -2.086 1.278 0.13
H -4.787 -1.566 0.736 0.12
F -3.273 2.671 -1.762 0.15
C -3.224 1.460 -2.324 -0.54
F -4.383 0.831 -2.008 0.11
F -3.211 1.613 -3.654 0.16
C -1.987 0.638 -1.846 -0.60
O -2.191 -0.553 -1.616 0.02
O -0.914 1.279 -1.773 -0.14
```

---

[2]
Here is C20H24CaN7P as an isolated structure in a non-equilibrium geometry from the Open Molecules 2025 dataset. Energies are from ωB97M-V with the def2-TZVPD basis set.

## Properties
orbital gap = 3.694 eV
E_tot = -2178.75550 Ha
E_LUMO = -0.00755 Ha

```
53
Properties=species:S:1:pos:R:3:lowdin_charge:R:1
Ca 0.005 0.278 -1.726 1.15
C 2.351 1.465 3.190 -0.02
N 2.303 0.941 1.825 -0.13
C 3.195 0.038 1.316 -0.05
C 2.821 -0.186 0.020 -0.11
N 1.734 0.589 -0.267 -0.07
C 1.438 1.258 0.829 -0.47
P 0.003 2.364 1.104 1.16
C 0.002 3.334 -0.427 -0.48
N 0.009 2.856 -1.663 -0.01
C -0.001 3.949 -2.489 -0.12
C -0.012 5.090 -1.746 -0.06
N -0.010 4.694 -0.435 -0.13
C -0.020 5.600 0.709 -0.03
C -1.433 1.258 0.828 -0.47
N -1.725 0.584 -0.266 -0.07
C -2.815 -0.187 0.019 -0.11
C -3.195 0.045 1.311 -0.05
N -2.305 0.949 1.821 -0.13
C -2.361 1.480 3.182 -0.02
H 3.228 1.041 3.670 0.09
H 1.472 1.167 3.755 0.08
H 2.435 2.548 3.186 0.08
H 3.985 -0.377 1.917 0.12
H 3.226 -0.877 -0.699 0.12
H 0.002 3.854 -3.562 0.11
H -0.021 6.130 -2.024 0.12
H -0.025 6.616 0.324 0.09
H 0.868 5.460 1.322 0.09
H -0.909 5.449 1.316 0.09
H -3.218 -0.881 -0.699 0.12
H -3.991 -0.365 1.910 0.12
H -3.241 1.061 3.659 0.09
H -2.443 2.564 3.172 0.08
H -1.486 1.184 3.755 0.08
C 0.010 -3.510 -4.186 -0.11
C 0.008 -4.030 -2.782 -0.27
C 0.007 -5.394 -2.536 -0.11
C 0.005 -5.924 -1.245 -0.16
C 0.005 -5.024 -0.183 -0.12
C 0.007 -3.652 -0.386 -0.26
C 0.006 -2.715 0.788 -0.09
C 0.009 -3.080 -1.708 -0.44
N 0.010 -1.746 -1.887 -0.31
H 0.010 -4.329 -4.912 0.06
H 0.879 -2.870 -4.374 0.05
H -0.857 -2.868 -4.376 0.05
H 0.007 -6.072 -3.387 0.09
H 0.003 -6.994 -1.076 0.07
H 0.003 -5.402 0.838 0.09
H 0.004 -3.265 1.736 0.06
H -0.865 -2.046 0.767 0.04
H 0.878 -2.048 0.769 0.04
```

---

[3]
Here is C20H24ClFN4O3S in the gas phase in a non-equilibrium geometry from the Open Molecules 2025 dataset. Energies are from ωB97M-V with the def2-TZVPD basis set.

## Properties
structure (SMILES) = CN(C)S(=O)(=O)c1cc(NC(=O)CN2CCN(c3ccccc3F)CC2)ccc1Cl
orbital gap = 8.300 eV
E_tot = -2179.49216 Ha
E_LUMO = 0.01612 Ha

```
54
Properties=species:S:1:pos:R:3:lowdin_charge:R:1
C 4.942 -0.801 -1.518 -0.12
N 4.090 -1.556 -0.626 -0.33
C 4.768 -2.653 0.035 -0.11
S 3.266 -0.563 0.469 0.65
O 2.549 -1.437 1.352 -0.30
O 4.139 0.408 1.060 -0.31
C 2.057 0.204 -0.617 -0.28
C 0.886 -0.509 -0.764 0.00
C -0.161 -0.014 -1.537 -0.20
N -1.349 -0.736 -1.563 0.15
C -2.560 -0.345 -2.060 -0.44
O -2.727 0.606 -2.788 0.08
C -3.721 -1.224 -1.585 -0.09
N -4.197 -0.935 -0.248 -0.16
C -3.679 -1.674 0.872 -0.16
C -2.381 -1.103 1.503 -0.16
N -2.236 0.281 1.107 -0.09
C -1.054 0.943 1.423 -0.17
C -0.078 0.396 2.262 -0.02
C 1.117 1.046 2.510 -0.10
C 1.386 2.274 1.935 -0.09
C 0.446 2.839 1.089 -0.02
C -0.736 2.176 0.840 -0.21
F -1.599 2.755 -0.037 0.06
C -3.507 0.976 1.179 -0.12
C -4.434 0.466 0.061 -0.13
C 0.014 1.195 -2.211 0.01
C 1.189 1.903 -2.067 -0.08
C 2.212 1.423 -1.256 -0.65
Cl 3.636 2.356 -1.038 0.77
H 4.322 -0.128 -2.107 0.06
H 5.688 -0.216 -0.968 0.09
H 5.449 -1.491 -2.191 0.09
H 5.013 -3.415 -0.704 0.09
H 4.082 -3.062 0.771 0.08
H 5.684 -2.326 0.540 0.10
H 0.805 -1.440 -0.224 0.12
H -1.345 -1.560 -0.978 0.13
H -4.553 -1.043 -2.275 0.13
H -3.449 -2.281 -1.640 0.12
H -4.468 -1.666 1.633 0.12
H -3.525 -2.713 0.576 0.12
H -1.499 -1.656 1.169 0.11
H -2.447 -1.212 2.599 0.12
H -0.247 -0.557 2.736 0.11
H 1.843 0.583 3.159 0.11
H 2.318 2.778 2.128 0.11
H 0.619 3.786 0.603 0.13
H -3.367 2.048 1.076 0.12
H -3.968 0.791 2.162 0.13
H -5.478 0.586 0.380 0.12
H -4.285 1.059 -0.841 0.12
H -0.789 1.588 -2.813 0.11
H 1.317 2.848 -2.570 0.11
```